A structure of composition C20H13BrI2MgN3O4. Source: the Open Molecules 2025 dataset; level of theory: ωB97M-V/def2-TZVPD.

The geometry in XYZ format:
```
44
Properties=species:S:1:pos:R:3:forces:R:3
H -3.46037 -4.28292 0.19154 0.4 0.4 -0.3
C -2.30596 -5.25156 -1.33304 1.4 0.4 -1.2
N -1.61052 -0.77908 0.48907 -0.3 -2.8 -2.6
C -1.75651 -2.99470 -0.53589 -1.7 -1.1 -0.5
C -2.62259 -4.18393 -0.50991 1.9 -0.1 -0.8
H -2.55297 5.80932 1.98597 -0.8 -1.6 0.2
H 3.77490 1.97651 -2.86226 0.2 -0.8 0.7
C -1.64468 2.47332 2.13435 -2.7 -0.1 -0.2
H 7.58877 1.20392 -1.44383 0.4 -0.1 -1.0
O 1.93186 -0.39821 -0.12814 1.0 1.3 -1.7
O 1.60930 0.79136 -1.96459 0.4 0.3 -0.2
C -2.99703 4.41833 3.64482 2.1 -0.6 0.0
C 6.57275 0.86382 -1.57700 -2.1 -0.3 3.9
C 4.38997 1.31729 -2.21249 -0.6 -1.1 0.7
C -1.15017 -5.18650 -2.21050 -1.1 -0.4 0.9
H -2.95574 -2.13087 1.20225 0.2 -0.4 -1.3
Br 7.32948 -0.04847 0.99636 0.1 -0.6 0.3
I -2.69725 -0.02486 -2.96225 -1.2 1.1 0.2
C 6.08549 0.11878 -0.39181 0.5 0.8 -3.0
H 0.53007 -3.95317 -2.85167 -0.7 -0.1 0.0
H -3.70989 5.00424 4.19376 0.4 0.8 0.3
C 3.85082 0.39370 -1.27436 2.9 0.5 -0.5
H -2.45216 3.18893 5.32597 -0.6 -0.4 0.3
O -0.75914 1.66999 0.16772 1.1 -1.0 -1.1
C -2.43386 3.27317 4.25327 -2.1 1.6 -0.2
C -2.00037 3.75883 1.55199 1.8 -2.3 -0.5
H -2.82625 -6.18606 -1.45982 -0.6 0.0 0.6
C 2.41029 0.27210 -1.13333 -3.0 -1.9 2.1
C -1.37023 1.30686 1.21288 -1.4 0.0 -0.5
C -0.70964 -2.86036 -1.51828 -0.6 -0.3 -0.6
H -1.94007 1.28609 3.94857 0.6 -0.5 -0.2
H 4.38243 -0.95680 0.37136 -0.3 0.0 0.2
Mg -0.07876 0.01998 -1.01859 0.3 -0.3 1.3
C -0.40545 -4.03244 -2.27473 0.6 -0.7 0.0
C -2.23926 -1.97359 0.34494 1.8 4.3 2.9
N -1.99320 0.11589 1.40956 0.5 1.4 1.3
C -2.55406 4.72741 2.33965 -0.8 1.8 0.4
I -4.87126 1.89609 -2.62059 1.4 -1.2 -0.2
H -1.83842 3.88064 0.45348 0.2 0.1 1.2
O -0.05860 -1.78636 -1.90465 -1.0 0.4 1.0
H -0.94338 -6.14300 -2.76434 0.1 1.3 0.4
C 4.77495 -0.29572 -0.37762 -1.0 1.7 -0.8
N 5.70690 1.45771 -2.35841 0.9 0.5 -0.9
C -2.00019 2.24432 3.47062 1.5 0.0 -0.8
```
Forces are in eV/Å.

Charge: -1
F_max: 0.1076 Eh/bohr
E_HOMO (alpha / beta): -0.1531 / -0.1532 hartree
ΔE to the lowest compared entry with this formula, charge and spin: 1.441 eV
E: -125303.9487 eV
Lowest unoccupied orbital energy (alpha / beta): -0.29 / -0.29 eV
HOMO-LUMO gap (alpha / beta): 0.1426 / 0.1426 Eh


A structure of composition C20H13Cl2N2O10Ru. Source: the Open Molecules 2025 dataset; level of theory: ωB97M-V/def2-TZVPD.

The geometry in XYZ format:
```
48
Properties=species:S:1:pos:R:3:forces:R:3
Ru -0.51011 0.74241 0.48905 0.0 -0.3 -0.6
O 0.47823 1.24306 -1.16539 0.1 0.1 0.1
H -0.36897 2.89002 -5.29995 0.0 0.0 0.0
C 0.14093 2.11711 -3.36215 0.0 0.0 0.0
H -1.06814 -3.09468 2.77940 0.0 0.0 0.0
C -1.71096 1.59125 -1.95781 0.0 0.0 0.0
C -1.70128 -1.04664 2.63840 -0.4 -0.1 -0.1
C -4.37025 1.42421 -1.37027 0.0 0.0 0.0
O 1.15928 0.60645 1.71331 -0.4 -0.3 -0.2
O -1.76029 0.01770 1.86746 0.3 0.2 0.2
C -0.76135 2.52609 -4.36067 0.0 0.0 0.0
Cl -3.19348 2.99036 -5.41364 0.0 0.0 0.0
H -0.34632 3.50234 4.88370 0.0 0.0 0.0
C -3.38072 1.03164 -0.45050 0.0 0.0 0.0
C 0.98010 1.99598 5.55427 -0.3 -0.3 0.0
C 0.25990 2.17656 3.27784 0.0 0.0 -0.1
O -0.68499 2.62258 1.12117 -0.3 -0.2 0.3
H 2.44975 -0.40933 3.66414 0.0 0.0 0.0
C -0.30155 1.65213 -2.13913 0.1 0.0 0.0
C 0.74168 -2.68708 0.52998 0.0 0.1 0.0
C -0.45244 2.92606 2.31589 0.0 0.1 -0.1
H 1.82620 -2.56596 0.51237 0.0 0.0 0.0
O 0.63308 -2.74426 -1.83418 0.0 0.0 0.0
O 1.72392 1.95868 7.71635 -0.4 -0.4 0.3
C 1.06705 1.04877 2.90613 0.2 0.1 0.0
C -4.00561 1.90026 -2.59812 0.0 0.0 0.0
N 0.94752 2.47254 6.93413 1.3 1.1 -0.5
C -1.07027 -2.30060 2.03243 0.0 0.1 0.0
H -4.75043 2.20873 -3.31878 0.0 0.0 0.0
Cl 1.83812 2.19736 -3.67236 0.0 0.0 0.0
C 1.84053 0.44027 3.93888 0.0 0.0 0.0
H -0.83241 3.90467 2.62364 0.0 0.0 0.0
C 1.78539 0.88671 5.22300 0.0 0.0 0.0
O 0.32287 3.49109 7.16179 -0.6 -0.3 0.2
C 0.17960 -2.12504 -0.75682 -0.1 -0.2 0.0
H 0.52239 -3.76123 0.55472 0.0 0.0 0.0
O -2.24147 -1.11083 3.71755 0.1 0.0 0.1
H -5.40989 1.34514 -1.08716 0.0 0.0 0.0
H 2.35053 0.40508 6.00806 0.0 0.0 0.0
H -3.61943 0.64803 0.53316 0.0 0.0 0.0
C -2.63584 1.99796 -2.93266 0.0 0.0 0.0
H -1.69144 -2.59817 1.17936 0.0 0.0 0.0
O -0.65123 -1.23858 -0.81630 0.4 0.3 0.4
O 0.25478 -1.99839 1.62978 0.1 0.0 0.1
H 0.25545 -2.31429 -2.61846 0.0 0.0 0.0
N -2.10532 1.10893 -0.74554 -0.1 0.2 0.1
C -2.11140 2.47274 -4.15819 0.0 0.0 0.0
C 0.24723 2.64121 4.60672 0.0 0.0 0.0
```
Forces are in eV/Å.

F_max: 0.0348 Eh/bohr
E_HOMO (alpha / beta): -0.2990 / -0.2980 hartree
ΔE to the lowest compared entry with this formula, charge and spin: 0.000 eV
E: -72031.5214 eV
Lowest unoccupied orbital energy (alpha / beta): -0.75 / -1.15 eV
Spin multiplicity: 2
HOMO-LUMO gap (alpha / beta): 0.2713 / 0.2558 Eh
⟨S²⟩: 0.754


A structure of composition C20H13N7OV. Source: the Open Molecules 2025 dataset; level of theory: ωB97M-V/def2-TZVPD.

The geometry in XYZ format:
```
42
Properties=species:S:1:pos:R:3:forces:R:3
H -1.21084 -1.28316 -3.27536 0.0 0.0 0.0
C -1.53641 -1.42327 2.67660 0.3 0.2 0.4
H 2.39523 4.47649 1.04719 0.0 0.0 0.0
C 0.62624 -4.05068 -2.58772 0.0 0.0 0.0
H 1.66792 -4.39782 -0.74142 0.0 0.0 0.0
C -1.63201 0.40330 -1.03535 0.4 -0.1 0.0
C -0.19324 -3.16665 -3.27554 0.0 0.0 0.0
H -2.97439 -0.89030 -2.10246 0.0 0.0 0.0
C -3.71661 1.11943 -2.00314 0.0 0.0 0.0
C 1.66609 2.49336 0.73920 -0.2 -0.1 -0.2
C -3.52057 2.42222 -1.55129 0.0 0.0 0.0
H -4.61041 0.88126 -2.56660 0.0 0.0 0.0
H 5.24362 1.25817 1.36711 0.0 0.0 0.0
C -1.50466 1.71165 -0.49570 0.4 0.0 0.0
C 3.94337 2.99584 1.25491 0.1 0.1 0.0
H -0.50683 -3.40035 -4.28567 0.0 0.0 0.0
C -0.61532 -1.97637 -2.69831 0.0 0.0 -0.1
O 0.46366 0.05775 2.66475 0.4 -0.4 2.8
H 3.40334 -0.31103 0.85932 0.0 0.0 0.0
N -0.54072 -0.43877 -0.75740 -0.6 -0.3 -0.6
N -1.77665 -1.48132 1.55216 -0.3 -0.2 0.0
C -0.89246 -1.09343 3.92426 -0.8 -0.6 0.2
C -0.22985 -1.64426 -1.39904 -0.2 0.2 0.0
C 4.24253 1.62614 1.19673 0.0 0.1 0.0
H -4.24585 3.19113 -1.78127 0.0 0.0 0.0
C 3.22737 0.75524 0.91673 -0.2 0.0 -0.1
C 1.02882 -3.72449 -1.29939 0.0 0.0 -0.1
C 0.59921 -2.54461 -0.71786 0.0 0.0 0.0
N 0.38554 2.88998 0.42672 0.1 -0.3 -0.2
N -0.33965 1.80892 0.27096 -0.4 0.7 -0.2
H 0.94756 -4.97693 -3.04544 0.0 0.0 0.0
H 0.90452 -2.33514 0.30628 0.0 0.0 0.1
H -2.23426 3.71474 -0.39124 0.0 0.0 0.0
C -2.40661 2.72141 -0.78585 -0.1 0.1 0.1
C 2.66564 3.43034 1.02403 0.0 0.2 0.0
N -1.69538 -1.99772 6.20922 0.0 0.0 0.1
N 0.13461 -0.31807 3.87172 0.4 0.5 -0.5
C -2.79069 0.11581 -1.75250 -0.1 -0.1 0.0
V 0.27751 0.09883 0.86631 0.1 -0.5 -1.5
C -1.33222 -1.58618 5.20201 0.0 0.1 -0.4
H 4.72466 3.71016 1.48197 0.0 0.0 0.0
N 1.95821 1.15839 0.69039 0.7 0.5 0.1
```
Forces are in eV/Å.

F_max: 0.0563 Eh/bohr
E_HOMO (alpha / beta): -0.2695 / -0.2786 hartree
ΔE to the lowest compared entry with this formula, charge and spin: 0.316 eV
E: -59113.8251 eV
Lowest unoccupied orbital energy (alpha / beta): -0.61 / -1.52 eV
Spin multiplicity: 4
HOMO-LUMO gap (alpha / beta): 0.2470 / 0.2226 Eh
⟨S²⟩: 3.789


A structure of composition C20H13N7OV. Source: the Open Molecules 2025 dataset; level of theory: ωB97M-V/def2-TZVPD.

The geometry in XYZ format:
```
42
Properties=species:S:1:pos:R:3:forces:R:3
N -1.48321 -2.64888 -1.32490 -0.2 -0.8 -0.7
O -0.96066 -1.57319 -0.81112 -0.8 -6.3 -1.4
N -0.03479 -3.78360 1.56540 -0.1 -0.1 0.0
H -3.37540 -1.53830 0.27175 0.0 0.0 0.0
H 2.74848 0.48009 1.87934 0.1 0.0 0.0
H -4.40958 3.24821 0.11596 0.0 0.0 -0.1
C 2.81376 2.18552 -0.42437 -0.1 -0.2 -0.1
N -2.62533 0.37698 0.01627 -1.5 0.5 0.6
N -2.30994 -5.91745 -1.64269 0.1 0.0 0.0
C -0.60277 -3.81900 0.56732 0.3 0.1 0.3
H 4.56868 -3.36469 1.38745 0.0 0.0 0.0
H -5.71944 -0.83621 0.47881 0.0 0.0 0.0
C 3.88748 -2.59906 1.04116 0.0 -0.1 0.0
C 3.12518 -2.80649 -0.09741 0.0 -0.1 0.1
C 3.76036 -1.40909 1.74304 0.0 0.0 0.0
N -0.77375 1.87212 -0.28109 -0.6 2.4 -0.1
H 4.34898 -1.24277 2.63622 0.0 0.0 0.0
H 3.97688 3.96250 -0.61526 0.0 0.0 0.0
C 2.97674 3.55457 -0.54334 0.0 0.1 0.0
C -2.92533 1.71216 -0.01374 0.1 -0.3 -0.1
C -4.94520 -0.09600 0.34194 0.0 -0.1 0.0
C -1.85347 -4.94760 -1.23158 -0.3 -0.3 -0.2
C -3.63824 -0.48990 0.21953 -0.2 -0.1 0.0
H 2.04649 5.48914 -0.67254 0.0 0.0 0.0
C 2.23840 -1.83616 -0.53124 0.0 0.3 -0.1
N 1.15528 0.32584 -0.25581 0.7 -0.3 0.1
C -4.24128 2.18166 0.12695 0.0 0.0 0.0
H 1.65437 -1.98166 -1.43227 0.0 0.0 0.0
C -1.29905 -3.75773 -0.68019 0.1 0.8 0.1
V -0.71496 0.00471 -0.39185 1.4 3.1 1.4
C 0.60190 3.92248 -0.50713 -0.2 -0.2 0.0
H -6.27938 1.60071 0.38895 0.0 0.0 0.0
C 1.88606 4.42349 -0.58276 0.1 0.0 0.0
C 2.09740 -0.63869 0.17071 0.4 -0.1 0.2
N -1.88941 2.56085 -0.18339 0.1 0.4 0.1
C 1.52434 1.65135 -0.34381 -0.1 0.8 -0.2
C 2.87513 -0.43530 1.31468 -0.2 0.0 0.0
H 3.67316 1.52926 -0.41590 0.0 0.0 0.0
C 0.42613 2.54595 -0.39163 0.9 0.3 0.1
H -0.27155 4.55820 -0.53949 0.0 0.0 0.0
C -5.25368 1.27236 0.29113 0.2 0.0 0.0
H 3.22124 -3.73637 -0.64308 0.0 0.0 0.0
```
Forces are in eV/Å.

F_max: 0.1268 Eh/bohr
E_HOMO (alpha / beta): -0.2725 / -0.2826 hartree
ΔE to the lowest compared entry with this formula, charge and spin: 0.549 eV
E: -59113.5916 eV
Lowest unoccupied orbital energy (alpha / beta): -1.29 / -1.86 eV
Spin multiplicity: 4
HOMO-LUMO gap (alpha / beta): 0.2250 / 0.2143 Eh
⟨S²⟩: 3.785